<P>
20
Properties=species:S:1:pos:R:3:mulliken_charge:R:1 method="wB97M-V/def2-TZVPD" gap_ha=0.410 charge=0 smiles=CC(C)O.CC
C -1.1917 -1.2723 -2.2124 -1.092
C -0.7562 0.0777 -1.6159 0.699
C 0.7464 0.2758 -1.5826 -1.441
O -1.4149 1.1580 -2.3028 -0.547
H -1.8346 -1.8030 -1.5066 0.290
H -0.3263 -1.9349 -2.3365 0.287
H -1.6861 -1.1552 -3.1731 0.282
H -1.2023 0.1525 -0.6323 0.119
H 1.0556 0.7498 -2.5147 0.483
H 1.0275 0.9717 -0.7986 0.313
H 1.2569 -0.6746 -1.4494 0.347
H -0.8418 1.4899 -3.0035 0.295
C 0.4220 0.7622 2.3712 -0.448
C 0.8698 -0.2679 3.4252 -0.893
H -0.6395 0.9820 2.4609 0.296
H 0.9552 1.7101 2.4349 0.355
H 0.5668 0.3815 1.3606 -0.162
H 1.2326 -1.1865 2.9627 0.303
H 0.0541 -0.5263 4.0940 0.263
H 1.7067 0.1093 4.0189 0.249


<Q>
20
Properties=species:S:1:pos:R:3:mulliken_charge:R:1 method="wB97M-V/def2-TZVPD" gap_ha=0.412 charge=0 smiles=CCC.CCO
C 0.6065 1.9107 -0.2738 -0.963
C 2.0043 1.6896 0.2081 -0.053
C 2.1786 1.5559 1.7049 -1.286
H -0.0065 2.7362 0.2117 0.306
H -0.0238 1.0349 -0.2196 0.123
H 0.6919 2.1681 -1.2541 0.380
H 2.6935 2.5393 -0.0016 0.230
H 2.4382 0.8171 -0.4464 0.211
H 3.2792 1.4595 1.8923 0.298
H 1.8660 2.3631 2.3090 0.358
H 1.7741 0.7338 2.1690 0.406
C -2.5617 -1.4888 -0.2962 -0.665
C -1.8744 -2.7814 -1.0221 -0.316
O -0.4677 -2.8881 -0.5940 -0.488
H -1.9708 -0.5984 -0.7184 0.107
H -3.6485 -1.3336 -0.6447 0.293
H -2.5434 -1.4260 0.8857 0.227
H -1.9896 -2.5398 -2.0463 0.260
H -2.3690 -3.7820 -0.8117 0.282
H -0.0769 -2.1702 -1.0518 0.289


Least stable of them? <Q>.


<P>
20
Properties=species:S:1:pos:R:3:mulliken_charge:R:1 method="wB97M-V/def2-TZVPD" gap_ha=0.431 charge=0 smiles=CCCCC.O
C -1.5847 -1.5443 0.7157 -1.237
C -0.7305 -0.3045 0.7526 -0.337
C -0.1309 0.0003 -0.6289 -0.826
C 0.8385 1.1871 -0.6489 -0.354
C 0.0964 2.4726 -0.2473 -1.172
H -2.2836 -1.4961 -0.1125 0.324
H -1.0108 -2.4668 0.6603 0.277
H -2.1704 -1.6097 1.6261 0.376
H -1.2273 0.6138 1.0344 0.352
H 0.1198 -0.2464 1.4442 0.295
H 0.3261 -0.8750 -1.0891 0.419
H -0.9647 0.1774 -1.3135 0.349
H 1.6405 1.0235 0.0771 0.257
H 1.3140 1.2379 -1.6284 0.344
H -0.9765 2.3237 -0.1319 0.318
H 0.4447 2.8757 0.6897 0.298
H 0.1917 3.2877 -0.9685 0.316
O 1.8550 -2.5169 -0.3121 -0.629
H 1.9474 -2.4355 0.6473 0.314
H 2.3054 -1.7043 -0.5663 0.317


<Q>
20
Properties=species:S:1:pos:R:3:mulliken_charge:R:1 method="wB97M-V/def2-TZVPD" gap_ha=0.413 charge=0 smiles=CCC.CCO
C -1.6410 0.1407 -1.0775 -1.110
C -1.4353 1.0031 0.1819 -0.006
C -2.6971 1.7430 0.5923 -1.350
H -1.7022 -0.9290 -0.8435 0.255
H -0.8161 0.2613 -1.7763 0.278
H -2.5708 0.3598 -1.5968 0.415
H -1.1158 0.3592 1.0024 0.241
H -0.5677 1.6528 0.0207 0.251
H -3.5271 1.0391 0.5999 0.351
H -2.6407 2.1868 1.5945 0.349
H -2.9375 2.5274 -0.1316 0.331
C 1.9527 -0.9341 -0.6243 -0.629
C 2.6092 -1.6728 0.5216 -0.375
O 3.6192 -0.8762 1.1579 -0.520
H 2.6415 -0.7833 -1.4470 0.303
H 1.6073 0.0529 -0.3027 0.108
H 1.0355 -1.4118 -0.9671 0.259
H 1.8618 -1.9918 1.2507 0.280
H 3.1456 -2.5350 0.1510 0.273
H 3.1787 -0.1921 1.6940 0.297


<R>
20
Properties=species:S:1:pos:R:3:mulliken_charge:R:1 method="wB97M-V/def2-TZVPD" gap_ha=0.413 charge=0 smiles=CCC(C)C.O
C -1.2319 -0.9334 1.0479 -1.495
C -0.7652 -0.2238 -0.2281 -0.589
C -0.0448 1.2152 -0.1675 0.830
C 0.6537 1.2680 -1.4933 -1.411
C 0.7217 1.2782 1.1672 -1.164
H -1.7501 -0.3896 1.7776 0.411
H -1.9079 -1.7218 0.5343 0.340
H -0.3143 -1.1308 1.5594 0.465
H -0.3345 -1.0966 -0.7246 0.071
H -1.6736 -0.1025 -0.9646 0.310
H -0.9380 1.9881 -0.2462 0.205
H 1.3455 2.1699 -1.2864 0.353
H -0.0472 1.3490 -2.3222 0.363
H 1.3584 0.4331 -1.7236 0.321
H 0.3474 2.1767 1.7398 0.260
H 1.8198 1.3327 0.9561 0.341
H 0.4433 0.4277 1.8794 0.250
O 1.1567 -2.8708 -0.3581 -0.638
H 0.9212 -2.0249 -0.7535 0.425
H 0.2400 -3.1444 -0.3937 0.351


Least stable of them? <R>.


<P>
17
Properties=species:S:1:pos:R:3:mulliken_charge:R:1 method="wB97M-V/def2-TZVPD" gap_ha=0.328 charge=0
H 1.4257 1.2242 2.3796 0.255
N 0.6501 0.3475 2.1678 -0.719
C 0.1565 0.3702 0.9196 0.376
C 0.9367 0.6690 -0.3800 -0.385
C 0.4791 1.9722 -1.2434 -0.899
N -0.9931 -0.3052 0.8316 -0.207
N -1.3642 -1.4551 -0.0511 -0.305
C -0.7137 -2.6446 -0.2962 -0.101
S 0.2778 -3.1682 0.9029 -0.274
H 2.1306 0.7798 -0.0553 0.270
H 1.0086 -0.2890 -0.9748 0.276
H 0.6081 2.8937 -0.6098 0.284
H 0.8970 2.1748 -2.3250 0.290
H -0.8314 2.0035 -1.0606 0.215
H -1.4481 -0.4815 1.8338 0.344
H -1.8807 -0.9710 -0.9010 0.283
H -1.3389 -3.1205 -1.1380 0.297


<Q>
17
Properties=species:S:1:pos:R:3:mulliken_charge:R:1 method="wB97M-V/def2-TZVPD" gap_ha=0.321 charge=0
C 0.0329 -1.5137 0.9680 -1.330
C -0.3230 -0.3058 -0.0226 0.487
N -1.2763 -0.0244 -0.7431 -0.196
N -2.3430 -0.8724 -0.7548 -0.569
N 0.6520 0.7463 0.0663 0.164
C 0.2153 2.1040 0.1339 -0.841
C 1.9220 0.4534 -0.3656 -0.166
S 2.8096 -0.9492 -0.5909 -0.264
H 0.9762 -1.1743 1.4694 0.324
H -0.8055 -1.8630 1.5809 0.442
H 0.3144 -2.5178 0.4235 0.302
H -2.9040 -0.7425 -1.6509 0.246
H -2.2047 -1.9323 -0.4052 0.251
H -0.8003 1.9493 0.7320 0.278
H 1.0159 2.6160 0.8039 0.371
H 0.1561 2.6549 -0.9946 0.253
H 2.5624 1.3715 -0.6503 0.248


Least stable of them? <P>.


<P>
14
Properties=species:S:1:pos:R:3:mulliken_charge:R:1 method="wB97M-V/def2-TZVPD" gap_ha="0.252 / 0.252" charge=0
C 0.0167 -1.5557 0.1786 -0.191
C -0.9568 -0.5856 0.1068 -0.082
C 1.3707 -1.3414 -0.2559 -0.723
C -0.6101 0.7006 -0.2640 -0.183
C -1.4727 1.8532 0.0149 -1.017
O 3.3681 0.5990 -0.1908 -0.508
P 1.9729 0.4433 0.2880 0.429
H -0.2191 -2.4855 0.6781 0.358
H -1.9706 -0.8515 0.4044 0.324
H 1.4482 -1.1604 -1.3305 0.282
H 2.0775 -2.1214 0.0386 0.416
H -1.1246 2.3063 0.9459 0.252
H -2.5262 1.5877 0.1457 0.340
H -1.3740 2.6115 -0.7597 0.301


<Q>
14
Properties=species:S:1:pos:R:3:mulliken_charge:R:1 method="wB97M-V/def2-TZVPD" gap_ha="0.228 / 0.254" charge=0
C 1.2073 -1.2246 0.1727 -0.190
C 0.0364 -1.3127 -0.4431 -0.299
C 2.1092 -0.2016 0.1015 0.092
C -0.4682 -0.1172 -1.2773 -0.823
C -1.1651 1.3411 1.1067 -0.839
O 3.1796 0.2256 0.1541 -0.311
P -0.1815 1.5776 -0.4361 0.030
H 1.2840 -2.1415 0.7212 0.356
H -0.7298 -1.9995 -0.3538 0.414
H 0.3601 -0.0408 -2.1304 0.286
H -1.5044 -0.1860 -1.5774 0.448
H -1.2311 2.2417 1.7507 0.316
H -0.6830 0.5358 1.5081 0.271
H -2.2136 1.3021 0.7031 0.249


Least stable of them? <Q>.


<P>
36
Properties=species:S:1:pos:R:3:mulliken_charge:R:1 method="wB97M-V/def2-TZVPD" gap_ha=0.311 charge=0 smiles="COC[C@@H](NC(C)=O)C(=O)NCc1ccccc1"
C -5.3778 -0.4676 0.1586 -0.666
O -4.0036 -0.1635 -0.5220 -0.339
C -3.1233 0.0300 0.4329 -0.734
C -1.8064 -0.0383 -0.4069 -0.004
N -1.0728 1.1471 0.3013 -0.078
C -0.1074 1.6541 -0.3117 0.873
C 0.7409 2.8425 0.1647 -1.302
O 0.1799 1.4761 -1.7526 -0.724
C -1.0077 -1.1618 -0.1861 0.397
O -1.2167 -1.9129 1.0221 -0.749
N -0.0297 -1.4628 -0.9607 0.046
C 1.1874 -2.0636 -0.8909 -1.333
C 2.2094 -1.2974 -0.2043 0.365
C 2.1803 -0.8917 0.9004 0.346
C 3.1112 0.0422 1.6070 -0.869
C 4.2490 0.4471 0.6598 -0.293
C 4.2098 -0.0697 -0.5304 -0.217
C 3.2639 -0.7794 -1.4083 -1.016
H -5.2559 -1.3122 0.7808 0.363
H -6.1343 -0.7703 -0.7439 0.223
H -5.7460 0.6326 0.6314 0.242
H -3.3834 1.0682 0.9583 0.260
H -3.1543 -0.8409 1.2179 0.391
H -1.9878 0.4011 -1.2831 0.550
H -1.0492 1.2400 1.1257 0.027
H 0.2040 3.3953 0.8790 0.447
H 1.4674 2.5030 0.9005 0.234
H 1.2217 3.5301 -0.5607 0.281
H 0.0232 -0.5916 -1.5907 0.330
H 1.3361 -2.5357 -1.8301 0.482
H 0.7653 -2.9555 -0.2222 0.414
H 1.4573 -1.2276 1.7183 0.278
H 3.1334 0.2599 2.5856 0.638
H 5.0739 1.1474 0.9310 0.359
H 5.0807 -0.0044 -1.3699 0.113
H 3.3616 -1.2695 -2.2007 0.662


<Q>
36
Properties=species:S:1:pos:R:3:mulliken_charge:R:1 method="wB97M-V/def2-TZVPD" gap_ha=0.355 charge=0 smiles="C/C(N)=C(/C#N)C(=O)COC(=O)CC1CCCC1"
C -4.4810 -1.7808 -0.2622 -1.114
C -4.3984 -0.2986 -0.2260 0.764
N -5.4794 0.3840 -0.6296 -0.380
C -3.2632 0.3673 0.1981 0.204
C -3.2719 1.7729 0.1896 -0.415
N -3.3272 2.9215 0.1797 -0.531
C -2.0583 -0.3181 0.6349 1.127
O -1.9516 -1.5184 0.7720 -0.705
C -0.8800 0.6159 0.9301 -0.987
O 0.3095 -0.1322 1.0883 -0.316
C 0.7419 -0.7560 -0.0194 0.943
O 0.2198 -0.6192 -1.0957 -0.584
C 1.9568 -1.6022 0.2591 -1.495
C 3.2689 -0.8179 0.0641 0.318
C 3.3365 -0.1076 -1.3022 -0.942
C 3.1715 1.3786 -0.9900 -0.413
C 3.8907 1.5317 0.3455 -0.677
C 3.4527 0.2893 1.1219 -0.668
H -4.3856 -2.1837 0.7450 0.265
H -5.4203 -2.1107 -0.7004 0.389
H -3.6444 -2.1863 -0.8290 0.287
H -6.2937 -0.0951 -0.9719 0.192
H -5.4655 1.3914 -0.6410 0.196
H -0.7713 1.3410 0.1151 0.423
H -1.0438 1.1435 1.8726 0.534
H 1.9029 -1.9705 1.2835 0.256
H 1.9374 -2.4440 -0.4344 0.474
H 4.0808 -1.5465 0.1426 0.465
H 4.3105 -0.2792 -1.7630 0.330
H 2.5684 -0.4680 -1.9837 0.365
H 2.1140 1.6210 -0.8746 0.097
H 3.5853 2.0165 -1.7699 0.420
H 4.9704 1.5158 0.1848 0.306
H 3.6339 2.4557 0.8620 0.361
H 2.5042 0.4841 1.6218 0.139
H 4.1794 0.0049 1.8823 0.372


Least stable of them? <P>.


<P>
18
Properties=species:S:1:pos:R:3:mulliken_charge:R:1 method="wB97M-V/def2-TZVPD" gap_ha=0.384 charge=0 smiles="NC(=O)OC=O.C=CC"
N 1.9944 0.4505 -0.3335 -0.317
C 1.1680 -0.4710 -0.8522 0.682
O 1.1553 -1.6454 -0.6307 -0.567
O 0.4098 0.1550 -1.8986 -0.338
C -0.4319 -0.6013 -2.6268 0.155
O -1.1105 -0.1493 -3.4914 -0.467
H 1.9267 1.4060 -0.6268 0.209
H 2.6707 0.1670 0.3557 0.269
H -0.4185 -1.6612 -2.3272 0.372
C -1.4920 0.7650 0.2830 -0.852
C -1.0657 -0.1608 1.1360 0.134
C -0.1798 0.1087 2.3100 -1.015
H -2.2019 0.5464 -0.5020 0.344
H -1.1383 1.7824 0.3272 0.239
H -1.4200 -1.1787 1.0445 0.300
H 0.1425 1.1513 2.3355 0.278
H -0.7085 -0.1221 3.2367 0.363
H 0.6997 -0.5427 2.2607 0.211


<Q>
18
Properties=species:S:1:pos:R:3:mulliken_charge:R:1 method="wB97M-V/def2-TZVPD" gap_ha=0.366 charge=0 smiles="C=C(O)[C@@H]1CO1.NC=O"
C -0.7023 2.3969 0.7666 -1.012
C -0.2714 1.4421 -0.0440 0.524
O 0.9768 1.4240 -0.6007 -0.504
C -1.0788 0.2665 -0.4882 0.055
C -2.1394 -0.3194 0.3324 -0.394
O -0.8992 -0.9463 0.1936 -0.305
H -1.6955 2.3823 1.1713 0.282
H -0.0745 3.2248 1.0517 0.240
H 1.4697 2.2055 -0.3160 0.278
H -1.1328 0.1621 -1.5717 0.299
H -2.3486 0.0861 1.3115 0.284
H -2.9698 -0.8117 -0.1607 0.247
N 2.1259 -1.3408 -0.0329 -0.343
C 1.6097 -2.4744 -0.5446 0.155
O 1.6781 -3.5600 -0.0388 -0.562
H 1.8442 -0.4460 -0.4055 0.257
H 2.4500 -1.3741 0.9194 0.209
H 1.1581 -2.3176 -1.5435 0.291


<R>
18
Properties=species:S:1:pos:R:3:mulliken_charge:R:1 method="wB97M-V/def2-TZVPD" gap_ha=0.384 charge=0 smiles="C[C@H](C=O)OCC(N)=O"
C 1.4306 0.8832 -1.4384 -1.305
C 1.1661 -0.3263 -0.5555 0.435
C 1.4055 -1.6450 -1.2665 -0.125
O 2.3796 -1.8769 -1.9379 -0.472
O -0.1495 -0.3866 -0.0547 -0.333
C -0.4771 0.5836 0.8998 -0.227
C -1.6135 0.0806 1.7676 0.333
N -2.7374 -0.2936 1.1506 -0.458
O -1.8761 0.7147 2.8212 -0.661
H 2.4478 0.8236 -1.8444 0.392
H 0.7149 0.9118 -2.2710 0.343
H 1.3483 1.8124 -0.8611 0.361
H 1.8813 -0.3257 0.2935 0.249
H 0.6262 -2.4183 -1.0829 0.336
H 0.3695 0.7954 1.5768 0.338
H -0.7856 1.5313 0.4288 0.224
H -2.6594 -1.0580 0.4921 0.243
H -3.4713 0.1938 1.8820 0.327


Least stable of them? <R>.


<P>
10
Properties=species:S:1:pos:R:3:mulliken_charge:R:1 method="wB97M-V/def2-TZVPD" gap_ha="0.269 / 0.302" charge=0
C 0.9327 -1.0560 -0.2883 -0.963
O -2.3095 -1.2649 1.1805 -0.495
O -2.3535 -1.0307 -1.3609 -0.481
P -2.2516 1.5996 0.1412 -0.035
S -1.8175 -0.6512 -0.0529 0.735
H 0.5340 -1.8291 -0.9306 0.368
H 1.5583 -0.3036 -0.6225 0.342
H 0.9559 -1.1663 0.8221 0.342
H -1.0589 2.0727 -0.3465 0.084
H -1.8135 1.8941 1.4485 0.102


<Q>
10
Properties=species:S:1:pos:R:3:mulliken_charge:R:1 method="wB97M-V/def2-TZVPD" gap_ha=0.316 charge=0 smiles="OP=S.CO"
O -1.7875 -1.4364 -0.2082 -0.415
P -2.9502 -0.3498 -0.0455 0.359
S -2.1840 1.3109 -0.7298 -0.349
H -0.7553 -1.1470 -0.3784 0.409
C 1.3290 0.4090 0.5638 -0.544
O 1.2479 -0.4370 -0.6259 -0.543
H 0.5261 1.1400 0.6733 0.237
H 2.3304 0.7169 0.6892 0.304
H 1.0882 -0.2993 1.4286 0.231
H 1.1553 0.0927 -1.3670 0.309


Least stable of them? <P>.